[1]
Molecular formula: C41H49Cl5InN11O4S2Si2Te
Method: DFT, ωB97M-V/def2-TZVPD

```
116
Properties=species:S:1:pos:R:3:forces:R:3
Te 1.213834 -3.225052 1.366935 -0.115 0.112 -0.073
In -0.353596 0.888117 0.585063 -0.027 0.018 -0.107
Cl 1.127453 -0.482032 3.635336 0.075 0.035 0.045
Cl 2.016623 0.077035 6.559134 -0.002 0.000 -0.004
Cl -1.398351 4.234432 6.786279 0.004 0.003 0.004
Cl 0.759200 2.444849 8.153310 -0.002 -0.002 0.000
Cl -2.221913 3.705434 3.829760 -0.037 0.021 0.004
S -5.004894 -0.966551 1.176236 0.001 -0.013 -0.022
S -2.893484 0.746465 -0.061455 0.080 -0.005 0.016
Si 3.596180 -4.636506 -0.552338 -0.068 -0.042 0.034
Si -0.101787 -5.278653 3.590493 -0.049 0.000 -0.003
O -1.665444 3.600599 -5.852400 -0.034 -0.001 0.012
O -0.445583 -1.210482 0.998433 0.099 0.057 0.038
O -0.828375 1.514549 2.579086 -0.194 -0.156 0.025
O 0.388336 -2.009456 0.104976 0.015 -0.034 0.005
N -0.548119 3.088362 -0.021838 0.056 0.038 0.071
N 0.436420 4.207539 -6.066850 -0.023 0.059 0.025
N -0.015180 -1.081897 -3.296632 -0.035 0.028 -0.046
N -1.438079 5.128213 0.131713 -0.020 0.033 0.021
N 1.835490 1.220565 0.954177 -0.005 -0.009 0.042
N 1.242880 -0.588420 -3.328739 0.046 -0.020 0.013
N -0.277972 5.171025 -0.554916 0.002 0.006 -0.037
N 0.118498 0.248614 -1.591232 -0.052 0.007 0.121
N 0.300111 2.916351 -6.558177 -0.014 -0.052 -0.035
N 3.656641 1.686144 2.049450 0.006 0.008 0.019
N -3.299868 0.322598 2.557015 -0.070 -0.008 -0.015
C -2.547249 -1.278063 -5.891836 0.000 0.000 0.017
C -0.291013 5.696267 -3.570724 -0.002 0.013 0.002
C -0.465383 1.676886 3.839258 0.118 0.057 -0.100
C -1.568595 3.868294 0.444269 0.018 -0.019 -0.076
C -1.507922 1.243264 -6.387372 -0.022 -0.004 -0.009
C -1.054842 5.658129 -4.728875 0.006 -0.015 -0.005
C -1.687395 7.426901 -2.686881 -0.015 -0.006 -0.011
C -0.677147 -0.574832 -2.265405 0.002 -0.021 -0.021
C -1.039645 2.712601 4.595918 0.050 0.016 0.060
C 0.288648 2.147556 6.532571 0.009 0.002 -0.009
C 1.823270 3.331728 2.361195 -0.026 0.000 0.019
C -5.339541 -0.833019 2.962629 -0.009 -0.008 0.018
C 4.477665 -5.142103 1.012743 0.047 -0.004 -0.025
C -2.130488 6.524696 -4.879165 0.006 0.008 0.011
C 1.726228 -4.568404 -0.163289 0.023 -0.026 0.013
C -0.933725 2.594318 -6.396975 0.046 0.044 0.026
C -0.545953 -1.846207 -4.434035 -0.012 0.018 -0.034
C 3.818828 -5.880106 -1.911884 0.017 0.030 -0.009
C 1.288696 0.201043 -2.287951 -0.014 0.000 -0.058
C -0.502081 -4.163166 2.082892 -0.013 -0.005 -0.004
C -1.666110 -6.173547 4.039765 0.014 0.025 0.000
C -3.637583 0.082998 1.316123 -0.068 0.006 0.033
C 2.397478 2.082130 1.793034 0.038 0.047 -0.048
C 2.777897 0.240493 0.692106 0.014 0.006 -0.044
C -0.778594 0.316293 -5.656667 -0.030 -0.026 0.000
C -0.672935 2.950542 5.916041 -0.013 -0.003 -0.008
C 4.087863 -2.904620 -1.054155 0.011 0.040 -0.004
C -3.254448 -0.368553 -6.670815 -0.006 -0.010 0.005
C 0.122024 6.416234 -1.228660 -0.021 0.021 0.015
C -1.307654 -0.932547 -5.371622 0.064 0.004 0.032
C -0.726505 4.561144 -5.648465 0.030 -0.026 -0.018
C 3.918052 0.524813 1.363137 -0.027 -0.015 0.002
C 1.259704 -6.441798 3.054871 0.006 0.007 -0.001
C -2.424754 7.424129 -3.865236 0.009 -0.006 -0.002
C 0.501243 -4.148099 4.945351 0.009 -0.025 0.015
C 0.851910 1.096364 5.814794 -0.024 0.020 0.005
C -4.007676 -0.428469 3.588959 -0.034 0.024 0.031
C 0.243281 3.954272 -0.648938 -0.025 -0.024 -0.015
C -0.620335 6.553117 -2.533882 0.023 -0.007 0.010
C 0.469011 0.866804 4.495539 -0.006 -0.097 0.037
C -2.754393 0.904311 -6.899184 0.016 -0.002 -0.002
H 2.305105 4.203497 1.914970 -0.007 0.014 -0.004
H -4.218061 -0.646596 -7.074822 -0.002 -0.003 -0.004
H 4.869219 0.026378 1.413026 0.006 -0.006 -0.002
H 4.300637 2.175859 2.650178 0.003 -0.008 0.009
H -1.151958 -3.331037 2.363963 0.003 0.006 0.028
H 3.274183 -5.598480 -2.814606 -0.005 0.003 -0.005
H -2.043556 -6.768505 3.206633 -0.001 -0.007 -0.003
H -5.700597 -1.787583 3.335028 0.006 0.005 0.006
H 2.561269 -0.584139 0.036997 -0.017 -0.009 -0.025
H -1.187136 -2.637181 -4.047428 -0.002 0.011 0.011
H 5.078050 -2.909124 -1.513991 0.010 0.006 0.005
H -1.700390 -0.808302 -2.020132 -0.008 -0.007 0.004
H 1.164602 3.729081 -1.160679 0.007 -0.007 -0.002
H 1.988318 3.369705 3.438723 0.004 0.005 -0.001
H -3.412340 -1.298893 3.877976 -0.006 0.001 -0.033
H 3.470135 -6.865592 -1.598020 -0.001 -0.010 -0.010
H -1.957485 8.099247 -1.882288 -0.002 0.006 0.002
H 1.554253 -7.092101 3.880876 -0.008 -0.003 0.008
H -3.328432 1.627038 -7.463239 -0.008 -0.002 -0.001
H -0.950846 -4.697781 1.244383 0.027 -0.011 -0.019
H 0.189862 0.610304 -5.276900 0.043 0.008 0.024
H -2.448679 -5.474334 4.340214 -0.008 -0.002 -0.003
H -4.155944 0.199606 4.465918 0.019 -0.010 -0.003
H 5.558129 -5.068182 0.869181 0.001 -0.013 0.009
H 4.145241 -2.237560 -0.188639 -0.009 -0.015 0.011
H -2.394046 3.480734 1.013917 0.004 -0.001 -0.007
H -3.250696 8.111963 -3.981132 -0.006 0.004 -0.003
H 2.170714 0.760160 -2.024421 0.011 -0.004 0.012
H -0.109411 7.226879 -0.542065 0.008 -0.006 0.004
H -2.476115 0.910149 2.739113 0.059 -0.043 -0.002
H -6.106235 -0.075984 3.114973 0.006 0.005 -0.015
H 1.322733 -5.542890 0.119424 0.007 0.012 0.042
H -2.974993 -2.250819 -5.680071 -0.010 -0.002 -0.003
H 1.201045 6.375403 -1.375532 -0.007 -0.022 -0.014
H 0.606799 -4.708944 5.876611 0.014 0.005 0.003
H 0.947253 -7.085983 2.229983 0.001 -0.002 -0.007
H 0.545674 5.012349 -3.483826 0.007 -0.007 0.005
H -0.191742 -3.325901 5.135139 -0.014 -0.001 -0.005
H 1.141987 -4.192226 -1.009291 0.001 -0.028 -0.009
H 0.753893 3.385440 2.177301 0.033 -0.004 0.012
H -1.490250 -6.850008 4.878331 0.005 -0.005 0.003
H 3.393167 -2.473587 -1.779984 0.000 -0.001 -0.015
H 2.165710 -5.907919 2.747069 0.012 -0.008 -0.002
H 4.258679 -6.177771 1.279484 -0.014 0.000 0.012
H 4.873456 -5.973025 -2.177975 0.006 -0.004 -0.002
H 1.479353 -3.712858 4.723633 0.000 0.016 -0.002
H 0.319824 -2.302384 -4.911910 -0.004 0.011 0.002
H 4.231080 -4.509265 1.870769 -0.002 0.011 -0.012
H -2.730306 6.497583 -5.778917 -0.006 0.000 -0.002
```
Positions in Å, forces in eV/Å.

E_tot: -6629.1228 hartree
HOMO: -12.54 eV
LUMO level: -4.93 eV
Energy above the lowest of the compared OMol25 structures with the same formula, charge and spin: 3.8 kcal/mol
2S+1: 1
Total charge: +2


[2]
Molecular formula: C41H49F3N4O2S2
Method: DFT, ωB97M-V/def2-TZVPD

```
101
Properties=species:S:1:pos:R:3:forces:R:3
S -1.044235 1.277115 4.745422 2.918 -0.363 -2.273
S -2.705014 -0.792111 1.242365 1.033 -0.022 2.330
F -2.893886 -0.575666 4.056448 -0.901 -1.839 -2.464
F -4.377305 -1.764194 2.977775 0.799 0.157 0.145
F -2.262305 -2.477495 3.056341 -1.084 1.248 0.131
O -0.964055 0.894351 6.132649 -0.376 0.111 0.680
O -2.242565 1.907030 4.246575 -0.986 0.463 0.148
N -0.432677 0.313218 3.717425 -2.886 -1.408 -0.391
N -2.755391 0.535983 -2.515860 -2.336 -0.162 0.954
N -4.483499 0.191159 -1.323928 2.544 0.637 -1.385
N -4.022482 0.107418 -2.585432 0.884 1.848 1.607
C 2.014879 3.161385 2.904754 -0.249 0.451 0.194
C 1.245891 1.801266 -1.529685 0.262 0.325 0.721
C -5.992153 -2.077944 -3.140718 -0.123 0.175 -0.273
C -5.881417 0.409631 -1.116961 -1.317 -0.293 -0.510
C -6.184144 3.787517 -2.542570 -0.160 -0.126 -0.050
C -1.817479 -0.387410 -4.561825 0.935 -0.141 -0.145
C -2.479002 -1.735791 -4.376977 -0.606 0.341 0.035
C -6.173836 -2.048890 -1.621949 0.128 -0.390 0.525
C -3.406421 3.723633 -4.726753 0.252 -0.195 0.145
C -5.545280 2.960529 -1.422157 0.137 -0.448 0.143
C 1.299538 2.925112 -0.671840 -0.555 -0.264 -0.573
C -8.536791 0.762499 -0.564233 -0.400 0.047 -0.324
C 1.489555 4.407378 4.921347 -0.198 0.018 0.158
C -3.464900 0.565786 -0.448299 -3.660 1.096 -0.496
C 0.488306 3.484394 5.252846 0.972 0.070 -0.790
C -7.034870 -3.227152 -1.150272 0.093 0.132 0.154
C 0.134927 3.364021 -0.014024 0.724 -0.036 0.307
C -7.739849 1.889964 -0.779777 0.063 -0.470 0.301
C -1.320780 4.409887 -3.445735 -0.133 0.222 0.217
C -5.333758 3.854605 -0.204808 0.023 0.003 0.239
C 0.083442 1.048947 -1.592959 -0.957 0.053 -0.182
C -2.936406 -2.376249 -5.697244 0.114 0.164 -0.043
C -3.067077 -1.356435 2.949362 0.321 -0.531 1.503
C 0.256378 2.431903 4.372388 -0.719 1.706 1.058
C 0.383738 -0.780842 4.022881 0.580 -0.421 0.040
C -1.660632 2.027727 -4.167661 0.407 -0.264 0.146
C -2.329684 3.294647 -3.703219 -0.016 -0.037 0.316
C 2.241000 4.258833 3.746630 0.059 0.056 0.061
C -6.722520 -0.707002 -1.165739 -0.326 -0.305 0.147
C -0.644599 2.112858 -5.118974 -0.319 -0.581 -0.529
C -1.046036 2.647274 -0.132257 -0.434 -0.647 -0.438
C -0.842855 -0.263190 -5.555483 0.108 0.641 -0.054
C -6.384256 1.722923 -1.080040 0.113 0.396 -0.061
C -8.073896 -0.527648 -0.852992 0.126 0.473 0.064
C -3.781399 0.642525 1.015015 0.192 -0.270 -0.291
C -2.056129 0.736069 -3.751652 0.286 -0.186 -1.246
C -0.214170 0.961956 -5.781286 -0.019 -0.146 0.067
C -1.090591 1.482239 -0.932604 1.115 0.782 0.312
C -2.383185 0.863183 -1.200264 0.862 -0.372 -1.878
C -1.589738 -2.693966 -3.616074 0.057 0.026 0.193
C 0.955375 2.300770 3.178628 1.100 0.198 -0.337
H -5.181253 -2.160967 -1.155012 -0.174 -0.030 -0.095
H -1.260257 -2.239299 -2.677984 0.092 -0.203 0.023
H 1.424833 -0.439309 4.231039 -0.073 -0.448 0.076
H -2.837108 3.057454 -2.765604 -0.033 0.202 0.098
H -6.344238 3.187261 -3.446811 0.142 0.205 0.106
H -6.304744 4.246107 0.123197 0.216 0.001 0.034
H -0.897642 4.786219 -4.385040 -0.073 -0.006 0.244
H -6.531360 -4.178996 -1.356259 -0.105 0.217 0.009
H -0.514511 4.063650 -2.795547 0.022 0.001 -0.101
H -0.715549 -2.939567 -4.225818 0.015 -0.051 0.177
H 0.737994 1.486380 2.483642 0.011 0.385 0.505
H -0.237078 3.078829 -5.417609 -0.186 -0.276 0.164
H 0.396238 -1.400775 3.115210 0.359 -0.263 0.229
H -8.162171 2.903595 -0.699000 0.226 -0.651 0.006
H -4.689182 4.707766 -0.460591 -0.130 -0.242 0.140
H -8.770406 -1.377055 -0.847662 0.447 0.501 0.096
H -8.005806 -3.236418 -1.661589 0.189 -0.056 0.096
H 0.010111 0.146918 -2.210932 0.266 0.368 0.179
H -7.203592 -3.148632 -0.069025 -0.035 -0.165 -0.213
H 0.582672 1.028689 -6.519994 -0.158 -0.002 0.143
H -4.783446 0.255166 1.278458 0.267 0.707 -0.544
H -3.378411 -1.519042 -3.800957 0.093 -0.501 -0.038
H 1.672536 5.237188 5.605938 0.085 -0.081 -0.304
H -2.145593 -3.607265 -3.399930 0.154 -0.061 0.079
H 2.124786 1.505630 -2.118632 -0.403 0.079 0.448
H -1.811424 5.242694 -2.929364 0.065 -0.043 -0.187
H -6.970328 -2.010338 -3.639994 0.225 -0.076 0.102
H -5.493086 -3.003608 -3.465222 -0.188 0.215 0.139
H -0.554023 -1.134179 -6.143051 -0.147 0.244 0.124
H -0.101705 3.528218 6.164150 0.190 0.174 -0.075
H 2.245326 3.461405 -0.558223 -0.426 -0.079 -0.035
H 0.171931 4.246260 0.639035 0.009 -0.486 -0.322
H -4.126867 2.917588 -4.884792 0.025 0.027 -0.056
H -2.945355 3.972141 -5.692401 -0.103 -0.035 0.231
H -2.067794 -2.683464 -6.294413 -0.241 0.052 0.038
H -5.389166 -1.221596 -3.457969 -0.377 -0.440 -0.175
H -3.552446 -1.692391 -6.295670 0.147 -0.163 0.129
H -5.555443 4.663982 -2.765051 -0.231 -0.357 -0.006
H -7.166081 4.154323 -2.222029 0.175 0.024 -0.064
H 2.645022 2.957083 2.029370 -0.279 0.345 0.298
H -3.954975 4.591494 -4.351808 0.146 -0.023 -0.112
H 0.032377 -1.410625 4.852824 0.178 0.045 0.037
H -3.606663 1.668695 1.421975 0.463 -1.235 0.283
H 2.982136 5.016930 3.468161 -0.121 -0.378 0.285
H -4.898630 3.299957 0.636939 -0.049 0.240 -0.159
H -4.571542 2.594612 -1.773261 -0.109 0.193 0.028
H -3.521396 -3.280316 -5.484187 0.112 0.219 -0.022
H -1.967555 2.966722 0.371528 0.508 0.028 -0.153
H -9.577734 0.895953 -0.252268 0.367 -0.040 -0.190
```
Positions in Å, forces in eV/Å.

E_tot: -3057.0178 hartree
HOMO: -5.70 eV
LUMO level: -1.48 eV
Energy above the lowest of the compared OMol25 structures with the same formula, charge and spin: 36.2 kcal/mol
2S+1: 1